[1]
{
  "formula": "C18H33N4O",
  "method": "ωB97M-V/def2-TZVPD",
  "symbols": ["C", "C", "C", "N", "C", "C", "N", "C", "C", "C", "C", "N", "H", "H", "H", "H", "H", "H", "H", "H", "H", "H", "H", "H", "H", "H", "H", "C", "C", "C", "C", "C", "C", "N", "O", "C", "C", "C", "H", "H", "H", "H", "H", "H", "H", "H", "H", "H", "H", "H", "H", "H", "H", "H", "H", "H"],
  "coordinates": [[1.831, 0.825, 3.811], [1.636, -0.677, 3.551], [0.174, -1.114, 3.611], [-0.646, -0.214, 2.800], [-2.093, -0.311, 2.957], [-2.569, -1.717, 2.783], [-2.948, -2.793, 2.662], [-2.747, 0.523, 1.830], [-1.950, 1.775, 1.461], [-2.556, 0.120, 4.373], [-2.843, 1.549, 4.517], [-3.085, 2.664, 4.619], [0.959, 1.260, 4.308], [2.697, 1.005, 4.451], [1.966, 1.369, 2.877], [2.215, -1.270, 4.261], [1.993, -0.902, 2.542], [-0.160, -1.109, 4.652], [0.102, -2.152, 3.256], [-0.432, -0.437, 1.827], [-2.763, -0.142, 0.963], [-3.781, 0.777, 2.075], [-1.098, 1.524, 0.833], [-1.571, 2.293, 2.340], [-2.592, 2.472, 0.921], [-1.824, -0.153, 5.131], [-3.477, -0.412, 4.620], [2.521, -1.790, -3.599], [2.136, -0.398, -3.063], [1.621, 0.458, -4.234], [0.221, 0.086, -4.738], [-0.669, -0.500, -3.630], [-0.219, -0.115, -2.221], [1.136, -0.585, -1.998], [1.578, -0.238, -0.704], [-1.077, -0.870, -1.210], [-0.423, 1.396, -1.978], [3.400, 0.273, -2.530], [2.902, -2.394, -2.775], [3.291, -1.731, -4.378], [1.648, -2.300, -4.014], [1.617, 1.502, -3.914], [2.343, 0.406, -5.057], [-0.248, 0.984, -5.152], [0.288, -0.624, -5.568], [-1.708, -0.188, -3.783], [-0.666, -1.593, -3.689], [-0.909, -1.944, -1.295], [-2.147, -0.670, -1.361], [-0.796, -0.557, -0.205], [-1.478, 1.672, -2.093], [0.158, 2.008, -2.668], [-0.101, 1.640, -0.967], [4.130, 0.365, -3.345], [3.836, -0.311, -1.723], [3.178, 1.265, -2.138]],
  "forces_ev_per_angstrom": [[0.0, -0.1, 0.2], [-0.1, 0.3, -0.4], [0.2, -0.2, 0.1], [-0.2, -0.4, 0.1], [0.2, 0.0, -0.2], [0.0, 0.3, 0.2], [-0.1, -0.3, 0.0], [0.2, -0.1, -0.3], [-0.1, 0.1, 0.2], [-0.1, 0.1, 0.1], [0.2, -0.2, -0.2], [-0.1, 0.2, 0.1], [0.0, 0.0, 0.0], [0.0, 0.0, -0.1], [0.0, 0.0, 0.0], [0.0, -0.1, -0.1], [0.1, -0.1, 0.1], [-0.1, 0.1, 0.0], [-0.1, 0.0, 0.1], [0.2, 0.4, 0.0], [-0.2, 0.2, -0.1], [0.0, -0.2, 0.2], [0.0, 0.0, 0.0], [0.0, 0.0, 0.0], [0.0, -0.1, -0.1], [0.0, 0.0, -0.1], [0.0, 0.0, 0.0], [0.0, 0.0, 0.0], [0.1, 0.1, -0.1], [-0.1, 0.1, 0.0], [0.0, 0.0, 0.0], [0.1, -0.1, -0.1], [0.0, 0.2, 0.0], [0.1, -0.4, 0.3], [0.0, 0.1, 0.0], [-0.5, 0.0, 0.1], [-0.1, 0.1, 0.0], [0.1, 0.0, -0.1], [0.0, 0.0, 0.0], [0.0, 0.0, 0.0], [0.0, 0.0, 0.0], [0.0, 0.0, 0.0], [0.0, 0.0, 0.0], [0.0, 0.0, 0.0], [0.0, 0.0, 0.0], [0.0, 0.0, 0.1], [0.1, 0.0, 0.0], [0.1, 0.0, 0.0], [0.0, 0.0, 0.0], [0.1, -0.1, -0.1], [0.0, 0.0, 0.0], [0.0, 0.0, 0.0], [0.1, 0.0, -0.1], [0.0, 0.0, 0.0], [-0.1, 0.0, 0.0], [0.0, 0.0, 0.1]],
  "nbo_charge": [-0.613, -0.412, -0.212, -0.619, 0.035, 0.286, -0.345, -0.400, -0.616, -0.514, 0.304, -0.338, 0.199, 0.194, 0.230, 0.193, 0.236, 0.166, 0.186, 0.399, 0.237, 0.211, 0.236, 0.218, 0.211, 0.258, 0.259, -0.608, 0.110, -0.408, -0.405, -0.396, 0.106, -0.235, -0.865, -0.586, -0.646, -0.600, 0.214, 0.172, 0.194, 0.196, 0.192, 0.191, 0.191, 0.190, 0.199, 0.214, 0.170, 0.206, 0.179, 0.194, 0.230, 0.169, 0.231, 0.214],
  "total_charge": -1,
  "mol_weight_g_mol": 321.49,
  "total_energy_ha": -999.86056
}



[2]
{
  "formula": "C24H27ClF4INO16",
  "method": "ωB97M-V/def2-TZVPD",
  "symbols": ["C", "C", "C", "O", "C", "C", "N", "C", "C", "C", "O", "C", "O", "C", "Cl", "C", "I", "C", "O", "H", "H", "H", "H", "H", "H", "H", "H", "H", "H", "H", "H", "H", "H", "H", "C", "C", "O", "C", "O", "O", "F", "H", "H", "H", "C", "C", "O", "C", "O", "O", "F", "H", "H", "H", "C", "C", "O", "C", "O", "O", "F", "H", "H", "H", "C", "C", "O", "C", "O", "O", "F", "H", "H", "H"],
  "coordinates": [[0.929, -1.174, 0.945], [1.195, -0.002, 0.051], [0.226, 0.842, -0.328], [-1.011, 0.684, 0.140], [-2.165, 0.871, -0.718], [-3.046, 2.006, -0.213], [-4.460, 1.740, -0.492], [-5.035, 2.542, -1.565], [-4.733, 2.014, -2.962], [-5.032, 0.528, -3.122], [-3.348, 2.196, -3.297], [0.523, 2.044, -1.177], [-0.334, 2.835, -1.467], [1.945, 2.238, -1.629], [2.199, 3.626, -2.592], [2.907, 1.382, -1.284], [4.875, 1.565, -1.849], [2.577, 0.191, -0.428], [3.443, -0.610, -0.144], [1.813, -1.403, 1.538], [0.091, -0.958, 1.606], [0.678, -2.060, 0.354], [-1.847, 1.022, -1.747], [-2.728, -0.062, -0.658], [-2.896, 2.078, 0.868], [-2.722, 2.948, -0.664], [-4.973, 1.919, 0.359], [-4.688, 3.588, -1.511], [-6.122, 2.554, -1.440], [-5.353, 2.583, -3.666], [-4.125, -0.048, -2.938], [-5.785, 0.204, -2.402], [-5.381, 0.300, -4.129], [-3.201, 3.113, -3.549], [5.071, -3.409, 0.417], [4.150, -4.515, -0.057], [4.630, -5.646, 0.638], [5.291, -5.222, 1.755], [5.637, -5.928, 2.639], [5.461, -3.882, 1.710], [4.239, -4.738, -1.390], [5.947, -3.351, -0.231], [4.588, -2.441, 0.493], [3.097, -4.368, 0.194], [7.491, 5.261, -2.141], [8.885, 5.250, -1.539], [9.138, 3.871, -1.370], [8.350, 3.172, -2.230], [8.448, 2.013, -2.453], [7.438, 3.995, -2.799], [8.930, 5.862, -0.333], [6.743, 5.291, -1.347], [7.319, 6.058, -2.857], [9.662, 5.679, -2.174], [-5.488, -1.885, 2.185], [-6.610, -1.564, 1.217], [-6.925, -0.222, 1.546], [-5.836, 0.345, 2.124], [-5.694, 1.511, 2.301], [-4.918, -0.595, 2.423], [-7.701, -2.338, 1.408], [-5.894, -2.284, 3.116], [-4.738, -2.563, 1.790], [-6.332, -1.606, 0.162], [-0.742, -2.984, 2.906], [-1.174, -3.021, 4.361], [-2.521, -3.442, 4.268], [-2.691, -4.114, 3.098], [-3.655, -4.743, 2.815], [-1.607, -3.951, 2.307], [-1.127, -1.803, 4.943], [-0.950, -1.999, 2.484], [0.294, -3.261, 2.739], [-0.625, -3.727, 4.987]],
  "forces_ev_per_angstrom": [[0.0, 0.2, -0.1], [0.3, -0.1, 0.0], [0.0, 0.1, -0.1], [-0.1, 0.0, 0.1], [-0.1, -0.1, -0.2], [0.0, -0.1, -0.1], [0.1, 0.2, 0.1], [0.1, 0.0, 0.1], [0.0, -0.1, -0.1], [0.0, 0.0, 0.1], [-0.1, 0.0, -0.1], [0.2, -0.1, 0.0], [0.0, 0.2, 0.0], [-0.2, 0.0, 0.0], [0.0, 0.0, 0.0], [-0.1, -0.1, 0.1], [0.2, 0.0, -0.1], [-0.1, 0.0, 0.0], [0.0, 0.0, 0.0], [0.0, 0.0, 0.0], [0.3, 0.2, -0.3], [0.0, 0.0, 0.0], [-0.1, 0.0, 0.0], [0.0, 0.0, 0.1], [0.0, 0.0, 0.0], [0.0, 0.0, 0.1], [-0.1, 0.0, -0.1], [-0.1, 0.0, 0.0], [0.0, 0.0, 0.0], [0.1, 0.0, 0.0], [0.0, 0.0, 0.1], [0.0, 0.0, -0.1], [0.1, 0.0, 0.0], [0.0, 0.0, 0.1], [0.0, 0.0, -0.1], [0.0, 0.0, 0.1], [-0.1, 0.0, 0.1], [0.0, 0.0, 0.0], [0.0, 0.0, -0.1], [0.1, 0.0, 0.0], [0.1, 0.0, 0.0], [0.0, 0.0, 0.0], [0.0, 0.0, 0.1], [0.0, 0.0, -0.1], [0.0, 0.0, 0.0], [0.0, 0.0, -0.1], [0.1, 0.0, -0.1], [-0.1, 0.0, 0.0], [-0.1, 0.0, 0.1], [0.0, 0.0, 0.0], [-0.1, 0.0, 0.1], [0.0, 0.1, 0.0], [0.0, 0.0, -0.1], [0.0, 0.1, 0.1], [-0.1, -0.1, 0.0], [0.1, 0.1, -0.1], [0.1, 0.1, -0.1], [0.1, 0.0, -0.1], [-0.1, 0.0, 0.1], [0.0, 0.0, 0.1], [0.0, 0.0, 0.1], [0.0, 0.0, 0.0], [0.0, 0.1, -0.1], [-0.1, -0.1, 0.0], [-0.2, 0.0, 0.2], [0.0, -0.1, 0.0], [0.0, -0.2, 0.1], [0.0, 0.1, 0.0], [0.0, 0.1, 0.0], [0.0, 0.0, 0.0], [0.0, 0.1, 0.0], [-0.1, -0.3, 0.2], [0.0, -0.1, 0.0], [0.0, 0.1, 0.1]],
  "lowdin_charge": [-0.017, -0.107, -0.165, -0.009, -0.134, -0.171, -0.034, -0.188, -0.412, -0.042, -0.051, -0.305, 0.119, -0.648, 0.733, -0.660, 1.089, -0.394, 0.024, 0.092, 0.057, 0.109, 0.109, 0.125, 0.130, 0.108, 0.068, 0.121, 0.127, 0.136, 0.073, 0.072, 0.077, 0.096, -0.042, -0.318, 0.130, -0.552, 0.181, 0.074, 0.076, 0.149, 0.107, 0.167, -0.048, -0.313, 0.137, -0.577, 0.157, 0.030, 0.078, 0.144, 0.140, 0.172, -0.039, -0.305, 0.138, -0.562, 0.159, 0.075, 0.083, 0.151, 0.127, 0.171, -0.059, -0.302, 0.136, -0.559, 0.174, 0.079, 0.085, 0.114, 0.138, 0.174],
  "smiles": "CC1=C(OCCNC[C@H](C)O)C(=O)C(Cl)=C(I)C1=O.O=C1OC[C@@H](F)O1.O=C1OC[C@@H](F)O1.O=C1OC[C@@H](F)O1.O=C1OC[C@@H](F)O1",
  "total_charge": 0,
  "mol_weight_g_mol": 823.82,
  "total_energy_ha": -3346.69291
}



[3]
{
  "formula": "C3H6N2OS",
  "method": "ωB97M-V/def2-TZVPD",
  "symbols": ["C", "C", "C", "H", "H", "H", "H", "H", "H", "N", "N", "O", "S"],
  "coordinates": [[1.258, 1.068, 0.589], [0.940, 0.285, -0.807], [-1.206, -0.298, -0.365], [0.759, 2.093, 0.543], [0.892, 0.418, 1.478], [2.408, 1.087, 0.661], [1.463, 0.646, -1.757], [-1.114, -2.212, 0.527], [-3.063, -0.485, 0.561], [-0.534, -1.330, 0.274], [-2.421, -0.019, -0.112], [-0.403, 0.310, -1.237], [1.020, -1.562, -0.354]],
  "forces_ev_per_angstrom": [[0.1, -0.8, -0.9], [0.4, -0.3, 0.9], [-3.0, -1.7, 2.1], [0.9, -1.3, 0.3], [0.4, 1.3, -1.6], [-1.8, 0.4, -0.1], [0.0, -0.8, 1.8], [1.5, 2.4, -0.8], [1.7, 0.0, -0.8], [-1.1, -2.2, 1.0], [0.0, 1.2, -1.0], [-0.7, 1.7, 0.0], [1.6, 0.2, -0.9]],
  "nbo_charge": [-0.670, -0.009, 0.679, 0.231, 0.242, 0.231, 0.240, 0.432, 0.379, -0.827, -0.765, -0.486, 0.322],
  "smiles": "[H]/N=C1\\NS[C@H](C)O1",
  "total_charge": 0,
  "mol_weight_g_mol": 118.16,
  "de_lowest_kcal_mol": 66.9,
  "total_energy_ha": -700.78255
}



[4]
{
  "formula": "C3H10N2",
  "method": "ωB97M-V/def2-TZVPD",
  "symbols": ["C", "C", "H", "H", "H", "H", "H", "H", "N", "C", "N", "H", "H", "H", "H"],
  "coordinates": [[0.331, -1.286, 1.043], [-0.894, -0.628, 1.717], [0.855, -1.975, 1.693], [-0.061, -1.701, 0.121], [0.929, -0.420, 0.769], [-1.552, -1.394, 2.144], [-1.546, -0.002, 1.107], [-0.595, -0.020, 2.574], [-0.141, 0.148, -1.467], [0.357, 1.394, -1.498], [1.549, 1.679, -1.873], [-1.037, -0.144, -1.128], [0.418, -0.516, -1.980], [-0.209, 2.226, -1.064], [1.594, 2.638, -2.159]],
  "forces_ev_per_angstrom": [[-1.4, 1.7, -0.1], [-0.2, -0.8, 1.3], [0.0, -0.1, -0.1], [0.6, -0.7, 0.0], [0.7, -0.5, -0.1], [0.0, 0.0, -0.1], [0.4, 0.0, -0.4], [0.1, 0.1, -0.1], [0.4, -0.3, -0.6], [0.6, 1.7, 0.6], [-0.4, -1.5, -1.1], [0.0, 0.4, 0.1], [-0.1, -0.2, 0.2], [-0.9, -0.5, -0.3], [0.3, 0.7, 0.7]],
  "nbo_charge": [-0.603, -0.607, 0.212, 0.191, 0.215, 0.198, 0.190, 0.204, -0.810, 0.282, -0.761, 0.402, 0.400, 0.146, 0.342],
  "smiles": "[H]/N=C/N.CC",
  "total_charge": 0,
  "mol_weight_g_mol": 74.13,
  "de_lowest_kcal_mol": 19.8,
  "total_energy_ha": -229.77778
}



| no. | HOMO-LUMO gap (eV) |
| --- | --- |
| 1 | 4.43 |
| 2 | 7.35 |
| 3 | 8.76 |
| 4 | 9.87 |